Computed, not measured: the molecule C6H10O in a non-equilibrium geometry, with ωB97M-V/def2-TZVPD.

```
17
Properties=species:S:1:pos:R:3:mulliken_charge:R:1
O 1.19 -1.35 1.47 -0.47
C 1.65 -1.09 0.39 -0.03
C 1.68 0.30 -0.20 -0.56
C 0.46 1.08 0.28 -0.77
C -0.69 0.62 -0.61 0.11
C -1.12 -0.88 -0.79 -0.70
C -2.01 0.27 -0.08 -0.66
H 2.10 -1.89 -0.23 0.34
H 2.63 0.77 0.06 0.37
H 1.64 0.23 -1.30 0.31
H 0.63 2.17 0.20 0.32
H 0.29 0.87 1.34 0.32
H -0.72 1.17 -1.55 0.36
H -1.37 -1.29 -1.79 0.23
H -0.92 -1.74 -0.14 0.30
H -2.90 0.67 -0.57 0.26
H -2.09 0.28 1.01 0.25
```

Properties
- HOMO level (eV) = -9.81
- energy above the lowest of the compared OMol25 structures with the same formula, charge and spin (kJ/mol) = 122.8

---

Computed, not measured: a structure of composition C11H10BrF3MoO3S in a non-equilibrium geometry, with ωB97M-V/def2-TZVPD.

```
30
Properties=species:S:1:pos:R:3:mulliken_charge:R:1
C 1.37 -1.85 1.31 -0.16
C 0.50 -0.89 1.93 -1.12
C -0.68 -0.81 1.13 0.40
H 0.61 -0.41 2.90 0.64
C -0.54 -1.65 0.00 -0.53
C 0.71 -2.35 0.12 -0.52
H 1.04 -3.21 -0.46 0.49
H 2.26 -2.24 1.80 0.52
H -1.54 -0.20 1.40 0.22
H -1.34 -1.80 -0.74 0.48
Mo 1.27 -0.13 -0.06 0.74
Br 1.76 1.62 1.62 -0.32
C 1.86 0.96 -2.38 -0.35
C 2.07 -0.41 -2.74 -0.17
C 2.95 -1.01 -1.78 -0.54
H 1.73 -0.88 -3.66 0.46
C 3.34 0.01 -0.83 -0.30
C 2.67 1.25 -1.23 -1.01
H 2.89 2.24 -0.83 0.66
H 1.35 1.71 -2.98 0.47
H 3.43 -1.98 -1.87 0.48
H 4.12 -0.06 -0.08 0.45
F -5.50 1.24 2.01 -0.24
C -4.83 1.23 0.83 0.59
F -4.76 -0.05 0.41 -0.24
F -5.53 1.94 -0.08 -0.24
S -3.06 1.88 1.07 1.16
O -2.28 0.80 0.41 -0.70
O -2.95 3.08 0.25 -0.66
O -2.92 2.00 2.52 -0.68
```

Properties
- HOMO level (spin up / spin down) (eV) = -8.73 / -8.72
- 2S+1 = 3

---

Computed, not measured: a structure of composition C17H29LiN3NbO in a non-equilibrium geometry, with ωB97M-V/def2-TZVPD.

```
52
Properties=species:S:1:pos:R:3:mulliken_charge:R:1
N 0.17 0.64 2.17 -0.81
C 0.51 0.85 3.33 0.84
O 0.81 1.06 4.45 -0.39
Li -2.57 -0.35 -0.43 0.86
Nb 0.17 0.44 0.15 -0.41
N -1.25 1.33 -1.04 0.19
N -0.97 -1.24 -0.09 0.27
C -0.83 2.74 -0.95 1.71
C -1.34 -2.39 0.77 0.49
C -1.94 3.54 -0.26 -1.56
C -0.56 3.33 -2.33 -1.65
C 0.44 2.76 -0.14 -1.74
C -2.47 -3.16 0.07 -1.40
C -0.14 -3.30 1.01 -1.50
C -1.86 -1.84 2.10 -1.39
H -2.86 3.53 -0.86 0.37
H -1.61 4.58 -0.13 0.41
H -2.17 3.12 0.73 0.37
H 0.10 2.67 -2.92 0.40
H -0.04 4.29 -2.22 0.44
H -1.48 3.51 -2.89 0.50
H 0.25 2.46 0.92 0.52
H 0.89 3.76 -0.07 0.63
H 1.24 2.15 -0.65 0.44
H -3.32 -2.50 -0.18 0.35
H -2.84 -3.94 0.74 0.45
H -2.11 -3.64 -0.86 0.35
H 0.16 -3.82 0.09 0.40
H -0.42 -4.07 1.75 0.47
H 0.72 -2.75 1.40 0.32
H -1.10 -1.25 2.62 0.17
H -2.15 -2.69 2.73 0.48
H -2.75 -1.21 1.96 0.38
C -0.37 -1.56 -1.42 -1.26
H 0.34 -0.75 -1.71 0.63
H 0.18 -2.51 -1.39 0.43
H -1.13 -1.61 -2.21 0.32
C -2.37 1.09 -1.98 -1.39
H -2.42 1.87 -2.75 0.29
H -2.27 0.13 -2.53 0.40
H -3.36 1.12 -1.46 0.55
C 4.96 -0.95 0.68 -0.51
C 4.50 0.27 1.19 -0.71
C 3.21 0.72 0.87 -0.01
C 2.36 -0.09 0.08 1.46
C 2.84 -1.29 -0.48 -0.28
C 4.14 -1.72 -0.16 -0.70
H 5.96 -1.31 0.94 0.41
H 5.14 0.87 1.82 0.42
H 2.86 1.69 1.25 0.31
H 2.22 -1.87 -1.16 0.22
H 4.51 -2.66 -0.57 0.42
```

Properties
- HOMO level (eV) = -15.33
- net charge = +2
- energy above the lowest of the compared OMol25 structures with the same formula, charge and spin (kJ/mol) = 0.0

---

Computed, not measured: a cluster of 3 separate species, C5H15N2 in total in a non-equilibrium geometry, with ωB97M-V/def2-TZVPD.

```
22
Properties=species:S:1:pos:R:3:mulliken_charge:R:1
C 1.26 -1.39 1.32 -0.40
N 1.39 0.30 -1.91 -0.33
C 2.33 1.01 -0.90 -0.51
C 0.60 -0.82 2.37 -0.51
N -0.80 1.20 -0.64 -0.24
C -1.57 -0.11 -0.68 -0.32
C -2.65 -0.27 0.43 -1.00
H 0.89 -1.16 0.33 0.13
H 1.72 -2.38 1.41 0.29
H 1.36 0.68 -2.79 0.34
H 3.11 1.71 -1.43 0.31
H 1.52 1.60 -0.32 0.24
H 2.91 0.31 -0.29 0.25
H 0.60 -1.46 3.27 0.26
H 0.38 0.30 2.58 0.26
H -1.47 1.84 -1.03 0.28
H 0.43 0.56 -1.58 0.32
H -2.03 -0.16 -1.74 0.41
H -0.94 -0.99 -0.54 0.30
H -3.38 0.57 0.21 0.31
H -2.27 -0.23 1.48 0.24
H -3.40 -1.12 0.42 0.36
```

Properties
- HOMO level (eV) = -12.99
- net charge = +1
- energy above the lowest of the compared OMol25 structures with the same formula, charge and spin (kJ/mol) = 876.8

---

Computed, not measured: a structure of composition C30H51LiN4O2PS2, with ωB97M-V/def2-TZVPD.

```
91
Properties=species:S:1:pos:R:3:mulliken_charge:R:1
Li -1.28 1.58 -1.00 0.64
C 5.24 -0.33 -0.40 -1.61
C 4.34 -0.39 0.84 1.83
C 4.26 -1.83 1.33 -2.03
C 4.94 0.48 1.96 -1.61
C 2.97 0.20 0.52 -0.49
C 2.85 1.50 0.02 -0.42
C 1.60 2.05 -0.15 -1.60
N 0.47 1.39 0.10 0.35
C 0.55 0.12 0.51 0.38
C 1.78 -0.49 0.74 0.18
C -0.74 -0.59 0.62 0.09
C -0.85 -1.93 1.01 -0.08
C -2.08 -2.57 0.99 -0.20
C -3.18 -1.83 0.55 0.20
C -3.00 -0.50 0.23 -2.07
N -1.82 0.12 0.26 0.30
C -2.27 -4.01 1.46 1.79
C -2.93 -4.83 0.35 -1.65
C -3.17 -3.97 2.71 -1.64
C -0.94 -4.68 1.83 -2.02
H 6.21 -0.78 -0.17 0.46
H 5.41 0.69 -0.73 0.34
H 4.79 -0.89 -1.23 0.35
H 5.26 -2.18 1.58 0.44
H 3.86 -2.49 0.56 0.42
H 3.64 -1.92 2.23 0.38
H 5.94 0.12 2.22 0.45
H 4.32 0.42 2.86 0.35
H 5.02 1.52 1.66 0.36
H 3.72 2.08 -0.24 0.55
H 1.49 3.06 -0.51 0.52
H 1.81 -1.52 1.08 0.55
H 0.03 -2.46 1.31 0.54
H -4.16 -2.27 0.46 0.56
H -3.85 0.11 -0.07 0.58
H -3.93 -4.45 0.10 0.35
H -3.04 -5.87 0.67 0.48
H -2.33 -4.82 -0.56 0.35
H -4.12 -3.49 2.49 0.36
H -2.68 -3.43 3.51 0.37
H -3.37 -4.99 3.05 0.46
H -0.27 -4.75 0.98 0.42
H -1.15 -5.70 2.18 0.43
H -0.44 -4.16 2.65 0.40
C -3.18 3.13 4.02 -0.84
C -2.89 2.44 2.66 -0.36
N -1.62 2.89 2.13 0.15
C -1.61 4.34 1.99 -0.52
C -1.71 5.01 3.39 -0.60
N -1.94 3.91 4.38 -0.03
C -0.76 2.99 4.43 -0.94
C -0.53 2.45 2.99 -0.43
H -3.39 2.42 4.81 0.40
H -4.01 3.84 3.95 0.28
H -3.68 2.67 1.94 0.62
H -2.85 1.36 2.77 0.11
H -2.44 4.64 1.36 0.45
H -0.68 4.64 1.49 0.34
H -2.54 5.71 3.45 0.34
H -0.80 5.53 3.68 0.35
H -2.08 4.32 5.30 0.31
H -0.98 2.19 5.14 0.36
H 0.10 3.56 4.80 0.34
H -0.49 1.37 2.98 0.14
H 0.41 2.82 2.57 0.51
C 1.79 0.34 -6.97 -1.27
C 1.36 1.46 -6.05 0.54
C 2.23 1.48 -4.80 -1.14
O -0.07 1.33 -5.85 -0.44
P -0.99 0.81 -4.66 0.74
S -2.81 0.60 -5.33 -0.49
S -0.80 2.08 -3.10 -0.70
O -0.22 -0.59 -4.38 -0.32
C -0.48 -1.70 -3.53 0.24
C -1.88 -1.73 -2.94 -1.22
C 0.59 -1.72 -2.45 -0.63
H 2.84 0.47 -7.24 0.43
H 1.19 0.34 -7.88 0.34
H 1.66 -0.62 -6.47 0.19
H 1.47 2.42 -6.56 0.31
H 2.09 0.57 -4.22 0.10
H 1.99 2.33 -4.16 0.28
H 3.28 1.55 -5.10 0.49
H -0.35 -2.58 -4.16 0.20
H -2.05 -0.87 -2.29 0.17
H -2.01 -2.65 -2.35 0.32
H -2.63 -1.71 -3.73 0.41
H 0.55 -0.78 -1.88 -0.26
H 1.58 -1.81 -2.89 0.41
H 0.43 -2.56 -1.77 0.52
```

Properties
- HOMO level (eV) = -8.42
- net charge = +1

---

Computed, not measured: a cluster of 3 separate species, C3H9NO in total in a non-equilibrium geometry, with ωB97M-V/def2-TZVPD.

```
14
Properties=species:S:1:pos:R:3:mulliken_charge:R:1
C -0.97 -0.53 0.90 -0.36
C 0.20 0.14 0.62 -0.10
C 1.49 -0.44 0.34 -0.59
O 2.79 0.98 -1.40 -0.79
N -2.65 0.26 -0.02 -0.61
H -1.72 -0.07 1.54 0.31
H -1.26 -1.36 0.23 0.36
H 0.07 1.19 0.40 0.42
H 2.03 0.26 -0.45 0.18
H 1.30 -1.39 -0.17 0.31
H 2.25 -0.37 1.13 0.32
H 2.56 0.63 -2.27 0.26
H -2.44 0.46 -0.98 0.15
H -3.64 0.26 0.13 0.14
```

Properties
- HOMO level (eV) = -8.54
- energy above the lowest of the compared OMol25 structures with the same formula, charge and spin (kJ/mol) = 869.2

---

Computed, not measured: a cluster of 2 separate species, C3H8N2O2 in total in a non-equilibrium geometry, with ωB97M-V/def2-TZVPD.

```
15
Properties=species:S:1:pos:R:3:mulliken_charge:R:1
O 2.34 0.06 0.61 -0.51
C 2.22 -0.77 -0.32 0.36
O 1.13 -1.19 -0.85 -0.23
H 3.13 -1.34 -0.64 0.37
C -1.30 -1.28 0.33 -0.76
N -1.43 0.17 0.14 -0.10
C -0.34 0.91 0.22 -0.02
N -0.18 2.20 -0.20 -0.39
H -1.47 -1.87 -0.57 0.31
H -1.91 -1.63 1.17 0.30
H -0.24 -1.44 0.61 0.35
H -2.28 0.55 -0.25 0.23
H 0.49 0.39 0.80 0.58
H -0.92 2.67 -0.69 0.23
H 0.77 2.57 -0.37 0.27
```

Properties
- HOMO level (spin up / spin down) (eV) = -15.35 / -15.27
- net charge = +1
- energy above the lowest of the compared OMol25 structures with the same formula, charge and spin (kJ/mol) = 127.5
- 2S+1 = 2

---

Computed, not measured: a structure of composition C11H30MgN2OP2S2SbSe4, with ωB97M-V/def2-TZVPD.

```
54
Properties=species:S:1:pos:R:3:mulliken_charge:R:1
Mg 0.31 -0.17 0.00 1.77
C -1.62 -3.23 1.37 -1.30
P -1.54 -2.18 -0.13 0.81
C -1.50 -3.45 -1.44 -1.27
C -3.28 -1.55 -0.23 -1.06
C -3.42 -0.44 -1.28 -1.18
P -2.27 0.96 -0.88 0.74
C -3.32 1.88 0.32 -1.47
C -2.46 2.04 -2.34 -1.26
H -2.44 -3.95 1.33 0.42
H -1.72 -2.59 2.24 0.23
H -0.67 -3.76 1.47 0.38
H -2.27 -4.22 -1.29 0.44
H -0.51 -3.91 -1.43 0.35
H -1.64 -2.96 -2.40 0.26
H -3.52 -1.15 0.76 0.25
H -3.97 -2.38 -0.41 0.53
H -4.45 -0.09 -1.35 0.57
H -3.13 -0.82 -2.26 0.40
H -4.29 2.16 -0.10 0.52
H -2.79 2.78 0.64 0.38
H -3.49 1.26 1.21 0.21
H -3.50 2.29 -2.52 0.40
H -2.03 1.54 -3.21 0.41
H -1.88 2.95 -2.17 0.34
Se 4.51 1.28 -2.53 -0.77
Sb 3.42 0.87 -0.39 0.75
Se 1.23 2.17 -0.32 -0.68
Se 2.42 -1.48 -0.37 -0.79
Se 4.75 1.26 1.60 -0.70
N 1.16 -2.59 -4.02 -0.49
C 1.01 -1.27 -3.71 0.51
N 2.10 -0.54 -3.68 -0.28
S -0.53 -0.61 -3.40 -0.46
H 2.06 -3.01 -3.84 0.24
H 0.36 -3.16 -3.84 0.22
H 3.02 -0.94 -3.72 0.19
H 2.10 0.43 -3.37 0.18
C 1.56 2.29 3.43 -1.05
C 0.31 1.61 3.98 -0.49
S -0.80 1.12 2.66 0.44
O -0.18 -0.11 2.03 -1.21
C -2.12 0.44 3.68 -0.24
C -2.99 1.50 4.33 -1.17
H 2.20 2.59 4.26 0.42
H 1.31 3.17 2.84 0.30
H 2.15 1.62 2.80 0.08
H -0.27 2.28 4.62 0.33
H 0.54 0.70 4.53 0.34
H -1.65 -0.24 4.40 0.51
H -2.69 -0.16 2.97 -0.01
H -2.43 2.12 5.03 0.34
H -3.80 1.02 4.89 0.40
H -3.44 2.15 3.58 0.25
```

Properties
- HOMO level (eV) = -3.70
- net charge = -1
- energy above the lowest of the compared OMol25 structures with the same formula, charge and spin (kJ/mol) = 70.3

---

Computed, not measured: the molecule C3H4S in a non-equilibrium geometry, with ωB97M-V/def2-TZVPD.

```
8
Properties=species:S:1:pos:R:3:mulliken_charge:R:1
C -0.49 0.03 0.62 -0.48
C 0.36 0.84 -0.33 -0.22
C 0.32 -0.77 -0.32 -0.15
S 1.93 -0.01 0.07 -0.18
H -0.45 0.09 1.74 0.17
H -1.57 -0.15 0.52 0.23
H 0.03 1.38 -1.26 0.28
H -0.14 -1.42 -1.04 0.35
```

Properties
- HOMO level (eV) = -8.44
- energy above the lowest of the compared OMol25 structures with the same formula, charge and spin (kJ/mol) = 153.6

---

Computed, not measured: a structure of composition C3H11N3O in a non-equilibrium geometry, with ωB97M-V/def2-TZVPD.

```
18
Properties=species:S:1:pos:R:3:mulliken_charge:R:1
C -0.21 0.69 1.44 -1.42
C 0.42 0.69 -1.02 -0.90
N 0.47 2.09 -1.04 -0.42
C 0.41 -0.01 0.26 0.63
O 1.26 0.05 -1.98 -0.42
H 2.15 -0.08 -1.61 0.23
H 0.39 2.46 -1.98 0.27
H 1.27 2.51 -0.56 0.18
H 1.32 -0.55 0.54 0.25
H -0.23 0.04 2.32 0.38
H -1.24 1.00 1.20 0.31
H 0.36 1.58 1.69 0.37
N -0.68 -1.43 -0.33 -0.14
N -1.59 -2.12 0.53 -0.67
H -2.03 -1.46 1.17 0.27
H 0.05 -2.02 -0.71 0.37
H -1.03 -0.66 -1.04 0.49
H -1.09 -2.78 1.12 0.25
```

Properties
- HOMO level (eV) = -6.05
- energy above the lowest of the compared OMol25 structures with the same formula, charge and spin (kJ/mol) = 516.9

---

Computed, not measured: a structure of composition C8H23InNO5 in a non-equilibrium geometry, with ωB97M-V/def2-TZVPD.

```
38
Properties=species:S:1:pos:R:3:mulliken_charge:R:1
In 28.10 -25.23 5.15 1.42
C 28.86 -22.60 1.98 -1.29
C 27.55 -23.41 1.98 0.22
C 27.74 -24.85 1.40 -0.70
O 27.75 -25.86 2.35 -0.20
C 27.50 -27.14 1.73 -0.91
N 26.85 -23.36 3.23 -0.05
H 29.53 -23.10 2.70 0.31
H 28.71 -21.60 2.38 0.40
H 29.30 -22.65 0.98 0.42
H 26.93 -22.91 1.19 0.33
H 28.61 -24.94 0.73 0.57
H 26.99 -24.92 0.60 0.47
H 27.50 -27.93 2.48 0.33
H 28.28 -27.44 1.02 0.33
H 26.58 -27.09 1.14 0.39
H 26.72 -22.37 3.47 0.37
H 25.92 -23.77 3.03 0.12
C 23.74 -25.05 2.96 -0.50
C 24.59 -25.85 3.91 -0.18
O 25.23 -25.05 4.94 -0.49
O 24.47 -24.44 1.93 -0.52
H 23.22 -24.33 3.59 0.31
H 22.99 -25.76 2.60 0.40
H 25.39 -26.41 3.41 -0.07
H 23.99 -26.63 4.38 0.55
H 24.63 -24.95 5.69 0.34
H 24.00 -23.64 1.65 0.32
C 31.00 -26.81 6.71 -0.50
C 30.36 -26.29 8.03 -0.34
O 29.20 -25.47 7.79 -0.47
O 29.97 -27.29 5.83 -0.48
H 31.67 -27.64 6.91 0.45
H 31.66 -26.01 6.37 0.27
H 31.08 -25.76 8.65 0.33
H 29.95 -27.15 8.56 0.38
H 28.67 -25.51 8.59 0.34
H 30.25 -28.14 5.47 0.34
```

Properties
- HOMO level (eV) = -20.24
- net charge = +3
- energy above the lowest of the compared OMol25 structures with the same formula, charge and spin (kJ/mol) = 359.6

---

Computed, not measured: a cluster of 2 separate species, C6H12NO in total in a non-equilibrium geometry, with ωB97M-V/def2-TZVPD.

```
20
Properties=species:S:1:pos:R:3:mulliken_charge:R:1
C 0.00 1.28 -0.01 0.37
C 0.92 -2.26 -2.13 0.89
C 1.43 1.12 0.21 -0.95
C 1.07 -2.55 -3.34 -0.99
C -0.67 0.03 1.89 -0.93
C -2.34 0.87 0.31 -0.83
N -1.00 0.75 0.67 0.18
O 0.96 -1.85 -1.02 -0.48
H 2.05 1.73 -0.40 0.36
H 1.76 0.74 1.24 0.33
H 1.58 0.13 -0.37 0.24
H -0.34 1.84 -0.97 0.28
H 1.62 -3.42 -3.66 0.26
H 0.51 -2.29 -4.18 0.28
H 0.31 0.34 2.19 0.25
H -0.59 -1.06 1.67 0.36
H -1.61 -0.05 2.52 0.39
H -3.04 0.01 0.54 0.37
H -2.56 1.26 -0.76 0.25
H -2.93 1.66 0.85 0.39
```

Properties
- HOMO level (eV) = -12.73
- net charge = +1
- energy above the lowest of the compared OMol25 structures with the same formula, charge and spin (kJ/mol) = 223.3